# C68H112Br6N12O4

14 unconnected molecules or ions with the total composition C68H112Br6N12O4 in a non-equilibrium geometry (ωB97M-V with the def2-TZVPD basis set, OMol25).

Computed properties:
frontier orbital gap: 4.94 eV
net charge: +6
maximum force: 3.04 eV/Å
calculated total energy: -518602.753 eV
lowest unoccupied orbital energy: -10.60 eV
HOMO level: -0.5711 Ha

Geometry (Å):
C 2.83165 8.55314 1.08686
N 1.45585 8.77123 0.55475
C 0.70351 7.56713 0.96925
C 0.90593 9.97597 1.18396
C 1.38872 8.99083 -0.96208
C 2.01610 7.85565 -1.75415
O 3.45747 7.96566 -1.43344
H 3.45908 9.29050 0.62447
H 3.21556 7.54234 1.03337
H 2.70965 8.88511 2.13050
H 0.93346 7.37356 2.01878
H 0.87154 6.67759 0.32648
H -0.33227 7.82026 0.89750
H 1.70265 10.66186 1.11341
H 0.71237 9.72198 2.18803
H 0.06735 10.35943 0.68645
H 1.93516 9.94498 -1.11731
H 0.34221 9.14871 -1.22351
H 1.81685 8.09735 -2.83464
H 1.64635 6.81839 -1.57934
H 3.94758 7.23181 -1.83057
C -10.55090 -3.66342 -3.10405
N -9.23053 -3.97783 -3.80287
C -8.31838 -4.21216 -2.68610
C -9.52974 -5.20138 -4.63721
C -8.82460 -2.84685 -4.72097
C -7.65190 -3.26382 -5.61612
O -7.18387 -2.05320 -6.22818
H -11.36367 -3.64826 -3.91025
H -10.52604 -2.67773 -2.63380
H -10.77215 -4.45990 -2.38630
H -8.32813 -3.32384 -2.05233
H -7.26218 -4.40838 -2.86867
H -8.78817 -4.95575 -2.06950
H -10.11952 -5.03411 -5.54649
H -10.18934 -5.82944 -4.04685
H -8.59453 -5.78182 -4.84890
H -8.60440 -1.99303 -4.12178
H -9.75887 -2.65643 -5.25978
H -8.01065 -3.96852 -6.37528
H -6.82964 -3.63283 -4.93162
H -7.22506 -2.07547 -7.17823
C 6.89403 -6.45801 -1.52677
N 8.03705 -7.00706 -2.27563
C 7.77405 -8.32864 -2.80555
C 8.31520 -6.15533 -3.43203
C 9.34742 -7.02497 -1.41062
C 9.14975 -7.97470 -0.22608
O 8.33300 -7.33481 0.73324
H 6.01715 -6.28494 -2.26368
H 7.24812 -5.60194 -0.97409
H 6.61528 -7.24436 -0.85810
H 7.54757 -9.01368 -2.01827
H 8.66956 -8.63628 -3.38264
H 6.90810 -8.17849 -3.42742
H 8.47017 -5.08892 -3.18532
H 7.51060 -6.20599 -4.17071
H 9.29982 -6.45148 -3.89492
H 9.52563 -6.01836 -1.01773
H 10.14253 -7.24538 -2.09377
H 10.14653 -8.32339 0.12252
H 8.63727 -8.89173 -0.62316
H 8.50041 -7.65760 1.60315
C -6.97792 -4.35745 3.13097
N -7.12690 -3.61425 1.86879
C -8.30042 -2.64975 2.05556
C -5.90030 -2.78504 1.64318
C -7.43518 -4.46643 0.57703
C -7.48804 -5.94358 0.75867
O -6.33814 -6.50029 1.40461
H -6.95991 -3.61601 3.90552
H -6.02970 -4.88331 3.20141
H -7.79450 -5.06070 3.26729
H -8.82611 -2.49715 1.08924
H -7.91810 -1.69026 2.43929
H -9.01611 -3.02145 2.76345
H -5.78131 -2.02510 2.40400
H -5.90812 -2.26308 0.66833
H -5.02744 -3.44578 1.62280
H -6.70136 -4.22031 -0.19360
H -8.38308 -4.08321 0.28324
H -7.51816 -6.34673 -0.28218
H -8.41711 -6.18564 1.28492
H -5.65388 -6.33921 0.70912
C 1.39984 2.92496 -4.97233
N -0.06164 2.73655 -4.94095
C -0.76332 3.76730 -4.38650
C -2.10552 3.65833 -4.20581
C -2.79266 2.53158 -4.55864
C -2.03864 1.52350 -5.11976
C -0.73315 1.61840 -5.39786
C -4.24083 2.35124 -4.23781
C -5.11683 1.75077 -5.17811
C -6.42872 1.61213 -4.86574
N -6.91184 2.05897 -3.69727
C -6.10029 2.63533 -2.79108
C -4.73750 2.82103 -3.01285
C -8.31122 1.85839 -3.42162
H 1.73872 2.95029 -3.93920
H 1.65006 3.80120 -5.54777
H 1.89219 2.08239 -5.43553
H -0.18975 4.67806 -4.29061
H -2.62200 4.49620 -3.75307
H -2.51901 0.59519 -5.41648
H -0.17419 0.83308 -5.86974
H -4.77473 1.48999 -6.20310
H -7.14302 1.10401 -5.47277
H -6.65645 2.93347 -1.88295
H -4.20949 3.37530 -2.20499
H -8.81557 2.81832 -3.44627
H -8.44543 1.28746 -2.49592
H -8.79461 1.26820 -4.22938
C -0.32357 -3.35381 7.20510
N -0.61437 -2.12298 7.89871
C -0.90716 -1.07194 7.10334
C -1.24758 0.12341 7.70963
C -1.34746 0.28497 9.09763
C -0.88757 -0.79996 9.86538
C -0.64798 -2.00908 9.24616
C -1.80694 1.58390 9.70781
C -2.81096 2.34816 9.13986
C -3.02685 3.61077 9.65936
N -2.44995 4.04366 10.77278
C -1.40267 3.32830 11.32863
C -1.19725 2.07892 10.84494
C -2.77785 5.33423 11.41716
H -1.11946 -4.05696 7.40957
H 0.66799 -3.71172 7.51230
H -0.27317 -3.20573 6.11048
H -0.91163 -1.16157 6.04153
H -1.37275 0.94517 7.00950
H -0.87140 -0.71888 10.98239
H -0.36384 -2.89148 9.79035
H -3.25789 2.09950 8.13866
H -3.76361 4.32205 9.26407
H -0.97558 3.77001 12.17419
H -0.48628 1.40734 11.22037
H -3.76562 5.62845 11.09784
H -2.01706 6.03164 11.11319
H -2.79489 5.23122 12.49173
C -3.62217 -3.36988 -3.63317
N -2.77121 -2.77884 -2.61563
C -2.95648 -1.49668 -2.25610
C -2.00334 -0.96351 -1.41791
C -0.96893 -1.71454 -0.85461
C -0.93549 -3.09705 -1.12215
C -1.85249 -3.60116 -2.03929
C 0.19274 -0.96876 -0.23234
C 0.98511 -1.49329 0.82170
C 2.07114 -0.85741 1.35443
N 2.55169 0.20765 0.70460
C 1.88379 0.72387 -0.35076
C 0.71316 0.16577 -0.85706
C 3.81555 0.84622 1.10766
H -4.63811 -3.34203 -3.33977
H -3.36654 -4.42436 -3.68167
H -3.41724 -2.88020 -4.57756
H -3.72985 -1.00854 -2.82807
H -2.00334 0.07521 -1.17232
H -0.10509 -3.75622 -0.75847
H -1.87722 -4.65856 -2.31962
H 0.79790 -2.43328 1.33955
H 2.68342 -1.27255 2.17637
H 2.17933 1.68944 -0.67810
H 0.19756 0.70005 -1.63284
H 4.49815 0.13486 1.57430
H 3.53914 1.66683 1.77094
H 4.21177 1.36304 0.27532
C 8.31080 6.69623 -3.59485
N 8.73981 5.56799 -2.70385
C 7.93587 4.48886 -2.54679
C 8.39467 3.45971 -1.72075
C 9.63888 3.51665 -1.15808
C 10.51093 4.57051 -1.44067
C 10.04037 5.55167 -2.26394
C 10.03570 2.42011 -0.28343
C 10.80243 2.52038 0.85122
C 11.15127 1.44199 1.61348
N 10.75383 0.17300 1.20314
C 10.00343 0.06711 0.09223
C 9.75723 1.15588 -0.76225
C 11.03530 -1.06402 1.88009
H 8.76112 6.49068 -4.60139
H 8.74866 7.59865 -3.20768
H 7.26349 6.68583 -3.77209
H 6.90905 4.48164 -2.88957
H 7.71157 2.64812 -1.58650
H 11.41535 4.78866 -0.88102
H 10.64903 6.36434 -2.50532
H 11.24135 3.52817 1.06949
H 11.68504 1.63662 2.53093
H 9.57328 -0.89689 -0.14669
H 9.11110 0.87866 -1.55249
H 11.71553 -1.67873 1.30543
H 10.10964 -1.61934 2.07618
H 11.48746 -0.78812 2.83813
Br 4.97885 2.75920 -2.77234
Br -0.15931 3.79465 -1.38782
Br -1.26753 -0.31984 4.07599
Br -4.68534 -5.56513 -1.30006
Br 7.11273 -0.80319 0.73725
Br -6.49752 -1.10383 -2.85956